Record 1
77
Properties=species:S:1:pos:R:3:forces:R:3 method="wB97M-V/def2-TZVPD" total_charge=-1 lumo_energy_ev=1.97 max_force_ev_per_a=1.8 e_tot_ev=-95940.961
C 1.977746 0.198189 3.479738 -0.33 -0.36 0.23
C 1.348229 -0.113470 2.129793 0.52 0.00 -0.42
C 1.935067 0.724424 0.972430 -0.49 -0.34 0.32
C 0.897481 1.524889 0.196508 1.08 0.17 -0.05
N 0.185225 0.811964 -0.895217 -0.20 0.31 1.50
C -0.084049 -0.604439 -0.635757 0.49 -0.92 -1.05
C -0.128489 -1.436879 -1.945648 -0.75 -0.04 0.71
C -1.215600 -2.496316 -1.817660 0.22 -0.82 -0.03
C -0.793706 -3.633252 -0.844029 -0.45 0.68 0.11
In -2.212570 -4.021922 0.835782 0.11 -0.47 0.34
C -4.345414 -4.278708 0.213259 0.53 0.11 -0.24
C -4.625937 -4.022426 -1.269310 -0.78 -0.17 0.47
C -2.022832 -2.495921 2.499248 -0.55 0.10 -0.72
C -3.274812 -1.632687 2.694734 0.36 -0.08 0.60
C -3.025139 -0.511376 3.729896 0.09 -0.38 -0.46
C -2.730889 0.841865 3.117734 -0.60 0.16 0.83
S -4.152084 1.671079 2.425131 1.09 0.20 -1.46
O -4.390639 1.222551 1.088892 -0.38 -0.60 -0.22
O -3.955861 3.079401 2.548525 -0.19 0.47 0.89
O -5.371809 1.155848 3.310120 -0.30 0.25 0.01
C -0.881080 1.536382 -1.341629 -0.13 0.21 -0.84
S -2.344052 0.962784 -1.752483 -0.35 -0.30 0.09
S -0.709768 3.310227 -1.493910 0.11 0.14 0.04
C 0.796963 3.518325 -2.505282 -0.28 0.03 -0.03
C 0.422002 3.962230 -3.915876 0.13 0.09 0.61
C -0.315202 5.288845 -3.945267 0.17 -0.09 -0.47
H 1.431495 0.960806 4.025671 0.05 0.32 0.02
H 3.017187 0.488046 3.383252 0.23 0.19 -0.07
H 1.969397 -0.692166 4.101712 -0.07 -0.11 0.20
H 1.511253 -1.165701 1.927279 -0.08 -0.26 -0.09
H 0.273440 0.025280 2.138566 -0.24 -0.04 0.24
H 2.519966 0.110268 0.298990 0.05 -0.19 -0.09
H 2.641443 1.423403 1.409530 0.09 0.38 -0.04
H 0.206312 1.974572 0.908360 -0.33 -0.09 0.07
H 1.425636 2.358595 -0.246831 0.03 0.22 -0.19
H 0.716047 -1.046666 -0.059932 0.24 0.38 0.20
H -0.988575 -0.779877 -0.059814 -0.39 0.34 0.06
H -0.278782 -0.786738 -2.800352 0.04 0.12 -0.19
H 0.797552 -1.994185 -2.027876 0.46 0.20 -0.35
H -1.417325 -2.955168 -2.785363 -0.05 0.11 -0.25
H -2.145883 -2.040554 -1.503300 -0.23 0.33 0.00
H -0.588615 -4.536069 -1.409917 0.06 -0.26 -0.01
H 0.147200 -3.334099 -0.379361 0.22 -0.16 0.18
H -1.700782 -5.592480 1.588671 0.00 0.08 -0.02
H -4.619286 -5.311184 0.415059 0.06 -0.26 0.21
H -4.999112 -3.674774 0.837532 -0.15 0.23 0.08
H -5.668199 -4.279433 -1.489780 -0.15 -0.01 -0.22
H -4.520866 -2.978472 -1.544094 0.33 0.18 -0.16
H -4.021833 -4.660055 -1.905761 0.32 0.10 -0.21
H -1.871055 -3.043048 3.424692 0.30 -0.14 0.22
H -1.170150 -1.828961 2.345086 0.23 -0.04 -0.02
H -3.638101 -1.224705 1.755358 -0.12 0.14 -0.14
H -4.062554 -2.254716 3.108548 -0.29 -0.23 -0.19
H -2.143511 -0.806298 4.291457 0.20 0.03 0.18
H -3.830463 -0.421890 4.451576 -0.22 0.12 0.07
H -2.362311 1.523012 3.876381 0.08 0.26 0.08
H -2.010211 0.813168 2.308419 0.01 -0.08 -0.33
H -6.132102 1.173247 2.694133 0.24 -0.18 0.32
H 1.329403 2.574365 -2.522056 0.05 -0.14 0.02
H 1.436728 4.263204 -2.042735 0.13 0.13 0.23
H 1.350494 4.095442 -4.467195 0.11 -0.26 -0.31
H -0.176407 3.173620 -4.354736 -0.08 -0.14 -0.31
H 0.364711 6.093637 -3.684474 0.03 0.23 0.26
H -0.641663 5.479218 -4.962443 -0.18 0.14 -0.18
H -1.187686 5.305202 -3.304979 -0.13 -0.01 0.19
Cl 3.562310 1.082770 -1.881455 0.07 -0.01 -0.25
C 5.236439 0.903772 -1.509748 -0.07 0.15 -0.03
C 5.787185 -0.344481 -1.255864 0.04 -0.19 0.04
Cl 4.825600 -1.777767 -1.309771 -0.06 0.04 0.00
C 7.136099 -0.455495 -0.950247 0.15 0.08 0.02
C 7.933546 0.674878 -0.900427 -0.03 0.05 -0.01
C 7.383413 1.923134 -1.157873 0.02 -0.05 0.01
C 6.037551 2.035851 -1.460936 0.15 0.06 0.03
H 7.560872 -1.429120 -0.750570 -0.08 -0.05 -0.01
H 8.983995 0.581705 -0.659970 0.00 -0.02 0.00
H 8.002710 2.809219 -1.121770 -0.02 0.02 0.00
H 5.604709 3.006078 -1.660366 -0.09 -0.03 -0.01

Record 2
7
Properties=species:S:1:pos:R:3:forces:R:3 method="wB97M-V/def2-TZVPD" lumo_energy_ev="-1.52 / -1.52" max_force_ev_per_a=2.2 e_tot_ev=-108007.382 relative_energy_kj_mol=416.2
C 0.107958 -0.730788 0.103876 -1.91 0.56 0.90
C -2.031909 -1.142343 -0.524785 1.12 1.31 -0.04
S -2.753530 0.258936 -0.757765 0.06 -0.61 -0.09
Cl 0.995456 -2.075369 -0.296936 0.62 -0.76 -0.60
Cl -2.502594 -2.690416 -0.262649 -0.19 -0.17 0.12
Br -5.039730 0.362407 -0.494955 0.27 -0.16 0.10
H 0.361775 0.117161 -0.546059 0.03 -0.17 -0.39

Record 3
35
Properties=species:S:1:pos:R:3:forces:R:3 method="wB97M-V/def2-TZVPD" lumo_energy_ev=0.48 max_force_ev_per_a=1.1 smiles="Cn1cc(S(=O)(=O)Cc2ccc(F)cc2)c2ccccc21" e_tot_ev=-35956.979
C 1.778854 0.827911 -3.312122 0.28 0.16 -0.19
N 1.039315 0.125791 -2.301633 -0.30 -0.04 0.01
C -0.259616 -0.262052 -2.382333 -0.32 -0.16 -0.03
C -0.623945 -0.929881 -1.245907 -0.75 -0.22 0.00
C 0.514427 -0.961084 -0.392101 0.45 0.06 -0.04
C 0.762399 -1.497633 0.869207 0.10 0.00 -0.05
C 2.012674 -1.315933 1.414996 -0.05 -0.06 0.10
C 3.015273 -0.624354 0.728376 0.09 0.06 -0.04
C 2.801395 -0.105613 -0.530478 0.09 0.07 -0.11
C 1.541109 -0.281182 -1.090223 -0.17 -0.37 0.66
H 3.584662 0.414981 -1.060199 0.10 0.06 -0.04
H 3.980780 -0.500411 1.195137 0.09 0.02 0.02
H 2.232323 -1.713789 2.394008 0.01 -0.05 0.10
H -0.014142 -2.042663 1.380757 -0.04 -0.05 0.08
S -2.263166 -1.453758 -0.862535 -0.26 0.47 -0.51
O -2.228365 -2.487659 0.134205 0.29 0.07 0.33
O -2.970242 -1.714852 -2.089315 0.05 0.23 -0.16
C -3.015395 0.053079 -0.095629 0.55 -0.85 -0.47
C -2.050362 0.550669 0.909921 0.11 0.36 0.43
C -1.972014 -0.055892 2.159805 0.00 0.19 -0.10
C -1.001020 0.320909 3.068593 0.16 0.18 0.10
C -0.102329 1.309257 2.711273 -0.11 -0.04 -0.07
C -0.159380 1.936870 1.480872 0.10 0.00 0.18
C -1.137243 1.549477 0.584341 -0.17 -0.02 0.18
H -1.192349 2.028861 -0.382137 0.01 0.03 -0.12
H 0.556048 2.706000 1.237392 0.09 0.08 0.00
F 0.856501 1.674682 3.587496 -0.09 -0.05 -0.08
H -0.927540 -0.145019 4.038219 0.03 -0.04 0.11
H -2.667617 -0.841390 2.410214 -0.07 -0.11 0.05
H -3.953673 -0.285386 0.334068 -0.10 -0.10 -0.03
H -3.191804 0.745145 -0.913042 -0.03 0.05 -0.07
H -0.857717 -0.058736 -3.249403 -0.08 0.08 -0.20
H 2.633519 0.233617 -3.643274 -0.04 0.03 -0.02
H 2.147101 1.780167 -2.923168 -0.03 -0.03 -0.05
H 1.131538 1.019873 -4.165378 0.02 -0.01 0.04